1.
{
  "formula": "C13H19Cl2NNd",
  "method": "ωB97M-V with the def2-TZVPD basis set",
  "species": ["Nd", "Cl", "Cl", "C", "H", "H", "C", "C", "H", "C", "H", "C", "H", "H", "C", "H", "H", "C", "H", "H", "H", "H", "N", "C", "C", "C", "C", "C", "C", "H", "H", "H", "H", "H", "H", "H"],
  "coordinates": [[-0.166, 0.308, 1.088], [-1.471, 2.464, 0.875], [1.383, -1.383, 2.133], [-1.950, -0.760, 2.170], [-1.462, -1.338, 2.954], [-2.658, -0.056, 2.595], [-1.195, -1.070, -0.725], [-2.025, -1.268, 0.656], [-0.090, -0.832, -1.152], [-3.525, -0.811, 0.286], [-2.070, -2.503, 0.826], [-4.060, -1.557, -0.913], [-4.254, -0.935, 1.100], [-3.471, 0.290, 0.211], [-3.215, -1.228, -2.158], [-4.060, -2.627, -0.731], [-5.120, -1.291, -1.096], [-1.792, -1.713, -1.971], [-3.654, -1.834, -2.978], [-3.241, -0.142, -2.375], [-1.779, -2.774, -1.644], [-1.183, -1.687, -2.928], [1.443, 1.726, -0.505], [2.806, 1.683, -0.077], [3.010, 1.814, 1.325], [4.313, 1.667, 1.833], [5.400, 1.445, 0.993], [5.171, 1.335, -0.387], [3.888, 1.425, -0.912], [0.915, 2.563, -0.228], [1.349, 1.568, -1.523], [2.163, 1.969, 1.985], [4.443, 1.723, 2.905], [6.398, 1.358, 1.411], [6.030, 1.170, -1.039], [3.729, 1.301, -2.003]],
  "spin_multiplicity": 4,
  "homo_energy_ev": [-2.4, -2.4],
  "charge": -1,
  "orbital_gap_ha": [0.1859, 0.1873],
  "s2": 3.758
}

2.
{
  "formula": "CHINO2P",
  "method": "ωB97M-V with the def2-TZVPD basis set",
  "species": ["C", "N", "O", "O", "P", "I", "H"],
  "coordinates": [[-0.963, 0.553, -0.114], [-1.319, -0.028, 0.866], [-1.229, -0.946, 1.626], [1.026, -1.624, -0.691], [1.121, -0.257, -1.065], [2.902, 1.018, 0.125], [-1.538, 1.284, -0.746]],
  "spin_multiplicity": 1,
  "homo_energy_ev": [-9.3, -9.3],
  "charge": 0,
  "orbital_gap_ha": [0.2744, 0.2745]
}

3.
{
  "formula": "C9H14O3",
  "method": "ωB97M-V with the def2-TZVPD basis set",
  "species": ["C", "C", "C", "C", "C", "O", "O", "C", "C", "O", "C", "C", "H", "H", "H", "H", "H", "H", "H", "H", "H", "H", "H", "H", "H", "H"],
  "coordinates": [[2.961, -0.804, -0.410], [2.924, 0.798, -0.092], [1.411, 1.241, 0.168], [0.622, -0.013, 0.615], [-0.818, 0.224, 0.825], [-1.646, -0.879, 1.249], [-2.299, -1.532, 0.004], [-3.471, -0.698, -0.688], [-2.928, 0.608, -0.063], [-2.575, 1.966, -0.274], [-1.544, 0.875, -0.297], [1.254, -1.304, -0.358], [3.332, -1.165, 0.570], [3.469, -0.963, -1.477], [3.435, 1.004, 0.981], [3.510, 1.388, -0.917], [1.174, 1.908, 1.056], [0.902, 1.781, -0.675], [1.253, -0.296, 1.597], [-0.942, 0.824, 1.826], [-3.226, -0.839, -1.796], [-4.370, -1.134, -0.221], [-3.238, 0.382, 0.947], [-1.334, 0.594, -1.247], [1.233, -2.440, 0.257], [0.911, -1.526, -1.581]],
  "spin_multiplicity": 1,
  "homo_energy_ev": -9.9,
  "charge": 0,
  "orbital_gap_ha": 0.3946,
  "smiles": "C1CCC([C@@H]2OOC[C@@H]3O[C@H]32)C1"
}

4.
{
  "formula": "C4H6ClN2O2S",
  "method": "ωB97M-V with the def2-TZVPD basis set",
  "species": ["C", "C", "C", "C", "N", "N", "O", "O", "S", "Cl", "H", "H", "H", "H", "H", "H"],
  "coordinates": [[2.775, -0.321, -1.376], [3.216, 0.368, -0.290], [1.037, 0.630, -0.410], [-1.936, 0.444, 1.081], [2.102, 0.958, 0.288], [1.424, -0.131, -1.393], [-1.259, 2.732, -0.176], [-1.855, 0.740, -1.643], [-1.420, 1.335, -0.409], [4.739, 0.527, 0.324], [3.334, -0.876, -2.054], [-3.006, 0.618, 0.931], [-1.703, -0.563, 0.844], [-1.532, 0.856, 2.000], [2.185, 1.592, 1.160], [0.627, -0.450, -1.997]],
  "spin_multiplicity": 1,
  "homo_energy_ev": -13.4,
  "charge": 1,
  "orbital_gap_ha": 0.2999
}

5.
{
  "formula": "C4H5N2O3P",
  "method": "ωB97M-V with the def2-TZVPD basis set",
  "species": ["C", "C", "C", "C", "N", "N", "O", "O", "O", "P", "H", "H", "H", "H", "H"],
  "coordinates": [[0.112, 1.660, 0.380], [-2.068, 0.810, 0.348], [-0.686, 0.372, 2.224], [-0.923, 0.948, 1.026], [0.955, 2.181, -0.183], [-3.065, 0.686, -0.212], [1.796, -0.212, -1.878], [-0.513, -0.950, -1.402], [1.154, -0.955, 0.511], [0.953, -1.194, -0.944], [0.391, 0.172, 2.410], [-1.389, -0.147, 2.818], [1.440, -2.529, -1.327], [2.639, -0.102, -1.386], [-0.795, -0.740, -2.387]],
  "spin_multiplicity": 3,
  "homo_energy_ev": [-7.3, -11.2],
  "charge": 0,
  "orbital_gap_ha": [0.2796, 0.2861],
  "s2": 2.025
}

6.
{
  "formula": "CH34AgBr4O16",
  "method": "ωB97M-V with the def2-TZVPD basis set",
  "species": ["Ag", "Br", "Br", "Br", "Br", "O", "H", "H", "O", "H", "H", "O", "H", "H", "O", "H", "H", "O", "H", "H", "O", "H", "H", "O", "H", "H", "O", "H", "H", "O", "H", "H", "O", "H", "H", "O", "H", "H", "O", "H", "H", "O", "H", "H", "O", "H", "H", "O", "H", "H", "C", "O", "H", "H", "H", "H"],
  "coordinates": [[-11.388, -6.111, 4.490], [-10.115, -7.208, 9.801], [-13.378, -7.728, 5.240], [-12.772, -4.251, 5.238], [-9.630, -7.499, 3.285], [-8.754, -9.152, 7.239], [-8.690, -8.428, 7.871], [-9.643, -8.984, 6.841], [-8.868, -10.861, 10.135], [-8.870, -10.183, 10.789], [-8.744, -10.348, 9.342], [-12.072, -3.653, 8.815], [-12.538, -3.499, 7.977], [-11.394, -4.326, 8.637], [-15.463, -8.541, 8.292], [-15.036, -9.020, 9.064], [-14.754, -7.987, 7.994], [-11.644, -10.870, 9.424], [-10.760, -11.099, 9.776], [-11.475, -10.786, 8.451], [-9.477, -5.057, 6.993], [-10.429, -5.016, 6.973], [-9.215, -5.903, 7.356], [-10.917, -10.964, 3.188], [-11.634, -10.622, 2.613], [-10.328, -10.215, 3.388], [-12.999, -8.310, 9.469], [-12.404, -9.034, 9.564], [-12.481, -7.496, 9.295], [-16.598, -8.825, 5.372], [-16.119, -9.459, 5.952], [-16.892, -8.045, 5.880], [-13.701, -7.970, 12.082], [-13.488, -7.061, 12.150], [-13.402, -8.160, 11.162], [-15.630, -7.709, 2.333], [-16.385, -7.963, 2.886], [-14.937, -8.136, 2.872], [-12.924, -7.837, 1.787], [-12.591, -7.878, 2.696], [-13.200, -6.900, 1.708], [-11.320, -10.639, 6.462], [-11.820, -9.909, 6.115], [-11.670, -11.383, 5.953], [-13.581, -12.983, 8.735], [-12.962, -12.287, 9.036], [-14.381, -12.446, 8.738], [-14.465, -4.579, 1.608], [-14.074, -4.609, 2.501], [-14.827, -5.501, 1.375], [-16.159, -5.291, 5.994], [-16.450, -5.816, 4.743], [-15.694, -4.292, 6.007], [-17.099, -5.153, 6.504], [-15.494, -5.961, 6.586], [-15.679, -5.768, 4.154]],
  "spin_multiplicity": 2,
  "homo_energy_ev": [-3.7, -3.7],
  "charge": -2,
  "orbital_gap_ha": [0.2901, 0.1662],
  "s2": 0.758
}

7.
{
  "formula": "C3H10N2O",
  "method": "ωB97M-V with the def2-TZVPD basis set",
  "species": ["N", "C", "O", "H", "H", "H", "C", "N", "C", "H", "H", "H", "H", "H", "H", "H"],
  "coordinates": [[2.410, 0.591, -0.391], [2.882, -0.689, -0.140], [2.531, -1.270, 0.849], [2.042, 0.798, -1.305], [1.551, 0.874, 0.298], [3.451, -1.167, -1.167], [-1.612, 1.104, 0.763], [-0.705, -0.058, 0.453], [-1.472, -0.929, -0.503], [-2.168, 1.254, -0.248], [-2.333, 1.162, 1.454], [-1.073, 2.076, 0.930], [-0.460, -0.455, 1.373], [-2.416, -1.198, -0.128], [-0.842, -1.707, -0.860], [-1.787, -0.388, -1.378]],
  "spin_multiplicity": 1,
  "homo_energy_ev": -9.3,
  "charge": 0,
  "orbital_gap_ha": 0.3751,
  "smiles": "NC=O.CNC"
}

8.
{
  "formula": "C61H53CdN7O3STe",
  "method": "ωB97M-V with the def2-TZVPD basis set",
  "species": ["Cd", "O", "C", "C", "C", "C", "C", "C", "C", "N", "C", "C", "N", "C", "C", "C", "C", "C", "C", "C", "O", "H", "H", "H", "H", "H", "H", "H", "H", "H", "H", "H", "H", "H", "H", "C", "C", "N", "C", "C", "C", "C", "C", "C", "C", "C", "C", "N", "C", "H", "H", "H", "H", "H", "H", "H", "H", "C", "C", "C", "C", "C", "C", "Te", "N", "C", "O", "C", "C", "C", "C", "C", "C", "C", "C", "C", "C", "C", "C", "C", "C", "C", "C", "H", "H", "H", "H", "H", "H", "H", "H", "H", "H", "H", "H", "H", "H", "H", "H", "H", "H", "H", "H", "H", "H", "H", "S", "C", "C", "C", "N", "C", "C", "C", "C", "C", "N", "C", "C", "H", "H", "H", "H", "H", "H", "H", "H"],
  "coordinates": [[-0.677, 0.387, -1.456], [-2.177, -1.006, -0.608], [-2.439, -1.761, 0.405], [-3.663, -2.483, 0.433], [-4.036, -3.252, 1.511], [-3.218, -3.364, 2.640], [-2.015, -2.689, 2.640], [-1.608, -1.923, 1.548], [-0.308, -1.243, 1.568], [0.477, -1.390, 0.577], [1.679, -0.620, 0.339], [2.152, -0.988, -1.084], [1.014, -1.026, -1.995], [0.617, -2.190, -2.371], [-0.528, -2.526, -3.171], [-0.721, -3.891, -3.452], [-1.798, -4.344, -4.171], [-2.747, -3.404, -4.613], [-2.603, -2.069, -4.348], [-1.477, -1.560, -3.636], [-1.336, -0.298, -3.469], [-4.301, -2.390, -0.437], [-4.984, -3.779, 1.481], [-3.519, -3.963, 3.489], [-1.360, -2.758, 3.503], [1.015, -0.472, 2.939], [2.489, -0.840, 1.046], [1.476, 0.460, 0.414], [2.639, -1.971, -1.044], [2.881, -0.256, -1.436], [1.213, -3.055, -2.054], [0.010, -4.602, -3.076], [-1.926, -5.398, -4.377], [-3.610, -3.747, -5.172], [-3.344, -1.347, -4.669], [-0.368, 3.595, 3.123], [0.157, 2.804, 2.088], [-0.364, 2.694, 0.890], [-1.480, 3.431, 0.595], [-2.075, 4.282, 1.585], [-1.503, 4.318, 2.859], [-3.196, 5.081, 1.251], [-3.674, 5.077, -0.015], [-3.105, 4.251, -1.034], [-3.577, 4.303, -2.348], [-2.969, 3.484, -3.316], [-1.996, 2.608, -2.935], [-1.538, 2.484, -1.650], [-2.043, 3.358, -0.710], [0.104, 3.599, 4.096], [1.059, 2.227, 2.279], [-1.975, 4.922, 3.626], [-3.644, 5.705, 2.016], [-4.506, 5.717, -0.286], [-4.384, 4.982, -2.596], [-3.276, 3.511, -4.353], [-1.557, 1.940, -3.661], [9.739, -1.629, 4.459], [8.240, -1.536, 4.353], [7.499, -0.751, 5.225], [6.112, -0.673, 5.145], [5.388, 0.226, 6.115], [5.444, -1.416, 4.158], [3.316, -1.235, 4.132], [0.029, -0.497, 2.706], [-0.739, -0.044, 3.766], [-0.188, 0.122, 4.842], [-2.178, 0.296, 3.566], [-2.725, 0.621, 2.331], [-4.065, 0.959, 2.229], [-4.864, 0.982, 3.363], [-4.317, 0.674, 4.603], [-2.979, 0.338, 4.705], [2.572, -3.209, 3.877], [2.137, -3.605, 2.617], [1.505, -4.825, 2.432], [1.305, -5.656, 3.521], [1.731, -5.260, 4.781], [2.359, -4.034, 4.989], [2.763, -3.638, 6.384], [6.177, -2.155, 3.225], [5.565, -2.831, 2.027], [7.562, -2.215, 3.353], [10.112, -1.042, 5.298], [10.215, -1.263, 3.547], [10.054, -2.664, 4.601], [8.011, -0.179, 5.992], [6.101, 0.745, 6.755], [4.700, -0.338, 6.747], [4.796, 0.982, 5.595], [-2.114, 0.640, 1.437], [-4.474, 1.209, 1.259], [-5.911, 1.244, 3.281], [-4.934, 0.697, 5.493], [-2.530, 0.100, 5.660], [2.258, -2.950, 1.763], [1.155, -5.103, 1.446], [0.802, -6.606, 3.395], [1.556, -5.909, 5.631], [2.599, -4.464, 7.076], [2.183, -2.779, 6.725], [3.816, -3.355, 6.425], [4.482, -2.828, 2.058], [5.898, -3.867, 1.945], [5.883, -2.308, 1.121], [8.127, -2.788, 2.625], [6.109, 3.056, -2.662], [4.376, 2.723, -2.387], [3.782, 3.043, -1.176], [2.455, 2.695, -0.977], [1.727, 2.053, -1.884], [2.294, 1.784, -3.057], [3.609, 2.106, -3.363], [6.731, 1.624, -1.790], [6.875, 0.413, -2.451], [7.336, -0.681, -1.736], [7.647, -0.641, -0.442], [7.500, 0.525, 0.182], [7.056, 1.683, -0.443], [4.344, 3.538, -0.395], [1.948, 2.925, -0.052], [1.674, 1.252, -3.771], [4.032, 1.855, -4.326], [6.630, 0.328, -3.502], [7.462, -1.641, -2.226], [7.745, 0.532, 1.239], [6.961, 2.608, 0.108]],
  "spin_multiplicity": 2,
  "homo_energy_ev": [-2.0, -4.6],
  "charge": -1,
  "orbital_gap_ha": [0.1389, 0.2353],
  "s2": 0.780
}

Number 1: calculated total energy -55600.96266 eV. Number 2: calculated total energy -24024.59512 eV. Number 3: calculated total energy -15691.88582 eV. Number 4: calculated total energy -34668.58977 eV. Number 5: calculated total energy -22637.33633 eV. Number 6: calculated total energy -318525.98474 eV. Number 7: calculated total energy -8298.99506 eV. Number 8: calculated total energy -103386.19766 eV.